(1)
DFT (the ωB97M-V functional and the def2-TZVPD basis) results for a 3-piece molecular cluster, C28H40N3OPS overall.

Each line ends with the Mulliken charge.
Cartesian coordinates (Å):
C  3.41  1.33  0.67  -1.2875
C  3.17  1.15  -0.82  -0.5340
C  1.73  0.77  -1.21  -1.1260
C  1.09  -0.39  -0.46  0.3304
C  -0.20  -0.28  0.11  0.1169
C  -0.92  1.04  0.12  -1.9239
C  -0.29  2.09  1.02  1.4057
C  -0.45  1.81  2.51  -1.6805
O  -0.86  3.34  0.66  -0.5165
C  -0.82  -1.41  0.67  0.7458
P  -2.55  -1.59  1.29  0.2242
C  -2.73  -0.48  2.75  -1.0977
C  -3.65  -0.88  0.00  -1.2373
C  -0.12  -2.61  0.76  -1.0766
C  1.16  -2.69  0.26  0.9272
C  1.76  -1.61  -0.37  -0.5669
N  3.06  -1.79  -0.95  -0.0455
C  3.99  -2.35  -0.01  0.0264
C  5.21  -1.75  0.23  -0.3415
C  6.09  -2.32  1.13  -0.7936
C  5.77  -3.49  1.80  -0.4753
C  4.53  -4.09  1.58  -0.7109
C  3.66  -3.51  0.68  0.8330
S  2.06  -4.21  0.36  -0.2245
H  3.08  0.46  1.24  0.2092
H  4.48  1.43  0.85  0.4102
H  2.94  2.24  1.06  0.4003
H  3.87  0.45  -1.24  0.2867
H  3.37  2.11  -1.31  0.5511
H  1.11  1.65  -1.14  0.3499
H  1.73  0.49  -2.26  0.4931
H  -1.95  0.92  0.45  0.2064
H  -0.96  1.47  -0.88  0.5353
H  0.79  2.13  0.85  -0.3820
H  -0.17  0.78  2.71  0.2365
H  0.22  2.46  3.07  0.5343
H  -1.47  2.00  2.83  0.3309
H  -0.42  4.03  1.17  0.3406
H  -1.78  -0.48  3.29  0.2616
H  -3.02  0.53  2.50  0.2451
H  -3.47  -0.94  3.41  0.5118
H  -4.42  -0.25  0.44  0.4263
H  -3.11  -0.30  -0.74  0.3692
H  -4.12  -1.71  -0.52  0.3673
H  -0.60  -3.46  1.22  0.2902
H  2.96  -2.47  -1.71  0.4312
H  5.45  -0.84  -0.31  0.4410
H  7.04  -1.83  1.30  0.3935
H  6.46  -3.92  2.50  0.3785
H  4.26  -4.99  2.11  0.4079
C  -3.94  7.22  -0.06  -1.1486
C  -2.84  7.87  -0.89  -0.3951
C  -1.64  6.93  -1.13  -0.3232
C  -1.02  6.53  0.13  0.3018
N  -0.52  6.21  1.11  -0.5983
H  -3.58  6.96  0.94  0.3487
H  -4.78  7.90  0.06  0.3355
H  -4.30  6.31  -0.54  0.3050
H  -2.49  8.78  -0.40  0.2956
H  -3.24  8.16  -1.87  0.2989
H  -0.89  7.42  -1.74  0.2958
H  -1.96  6.03  -1.65  0.2746
C  -2.47  -6.64  -2.76  -1.2581
C  -1.35  -5.66  -2.43  -0.5794
C  -1.84  -4.48  -1.58  0.6630
C  -2.87  -3.70  -2.27  0.1802
N  -3.68  -3.11  -2.81  -0.5487
H  -3.25  -6.17  -3.35  0.3343
H  -2.08  -7.48  -3.34  0.3727
H  -2.92  -7.04  -1.85  0.3187
H  -0.91  -5.28  -3.35  0.3506
H  -0.56  -6.17  -1.88  0.3301
H  -1.01  -3.81  -1.35  -0.4818
H  -2.25  -4.83  -0.63  0.3302

Calculated values
Gap between HOMO and LUMO ... 0.32231 Eh
SMILES ... CCCc1c(C[C@H](C)O)c(P(C)C)cc2c1Nc1ccccc1S2.CCCC#N.CCCC#N
E_LUMO ... 0.6 eV

---

(2)
DFT (the ωB97M-V functional and the def2-TZVPD basis) results for C28H41BrN2OsP2S as an isolated structure at a distorted geometry.

Each line ends with the Löwdin spin population.
Cartesian coordinates (Å):
C  4.72  -4.69  1.84  0.2968
C  3.74  -5.26  0.99  0.0291
C  4.01  -6.53  0.43  0.2880
C  5.22  -7.17  0.77  0.2331
N  6.10  -6.61  1.59  0.0337
C  5.88  -5.42  2.13  0.2214
C  2.59  -4.45  0.68  0.1606
C  2.34  -3.12  0.88  0.0762
C  2.97  -1.83  0.68  0.1688
C  2.78  -0.67  1.47  -0.0132
C  3.27  0.50  0.88  0.1581
C  3.42  0.49  -0.52  0.1700
C  3.12  -0.59  -1.37  0.0650
C  3.27  -1.77  -0.70  0.0411
Os  1.05  -3.91  -0.19  1.2695
P  -0.63  -3.05  1.04  0.0677
H  3.31  -7.01  -0.26  0.0103
H  4.59  -3.72  2.29  0.0112
H  5.44  -8.17  0.34  0.0055
H  6.65  -5.02  2.79  0.0053
H  3.44  -2.64  -1.35  0.0070
H  2.36  -0.70  2.46  -0.0019
H  3.23  -0.47  -2.45  0.0025
H  3.50  1.39  1.47  0.0017
C  -2.19  -2.27  0.61  0.0166
C  -3.39  -3.19  0.73  0.0034
H  -2.06  -1.86  -0.40  0.0006
H  -2.31  -1.39  1.26  0.0013
H  -4.29  -2.63  0.44  0.0011
H  -3.32  -4.07  0.08  0.0003
H  -3.52  -3.53  1.76  0.0002
C  -0.61  -4.93  1.24  0.0676
C  -0.01  -5.32  2.60  0.0110
H  -0.08  -5.53  0.41  0.0172
H  -1.69  -5.16  1.11  0.0158
H  -0.10  -6.40  2.72  0.0003
H  1.06  -5.08  2.62  0.0016
H  -0.49  -4.81  3.43  0.0000
C  -0.16  -2.16  2.58  0.0080
C  -1.24  -2.15  3.67  0.0001
H  0.05  -1.13  2.21  0.0018
H  0.81  -2.57  2.93  -0.0004
H  -0.76  -1.86  4.62  0.0003
H  -2.02  -1.40  3.44  -0.0001
H  -1.72  -3.13  3.82  0.0001
Br  4.47  1.79  -1.28  0.3021
P  0.07  -3.40  -2.23  0.0327
C  -1.60  -4.13  -2.24  0.0146
C  -2.57  -4.12  -3.42  0.0037
H  -2.13  -3.66  -1.39  0.0010
H  -1.43  -5.18  -1.93  0.0006
H  -3.56  -4.45  -3.06  0.0007
H  -2.69  -3.12  -3.85  0.0000
H  -2.25  -4.82  -4.20  0.0002
C  -0.16  -1.60  -2.61  0.0055
C  -0.17  -1.14  -4.08  0.0010
H  0.60  -1.03  -2.05  0.0000
H  -1.11  -1.30  -2.14  0.0000
H  -0.45  -0.07  -4.13  0.0005
H  0.83  -1.25  -4.54  0.0001
H  -0.90  -1.71  -4.68  0.0000
C  1.70  -4.11  -2.85  0.0523
C  2.03  -4.93  -4.12  0.0135
H  1.93  -4.80  -1.97  0.0169
H  2.43  -3.27  -2.79  0.0056
H  3.14  -5.13  -4.10  0.0001
H  1.48  -5.88  -4.12  0.0006
H  1.81  -4.37  -5.05  0.0021
S  -0.26  2.03  2.01  0.0115
C  -1.74  1.43  1.34  0.0304
C  -1.56  1.09  0.00  0.0177
N  -0.28  1.30  -0.47  0.0085
C  0.50  1.84  0.43  0.0222
H  -2.67  1.37  1.87  0.0009
H  -2.34  0.68  -0.65  0.0003
H  1.52  2.18  0.26  0.0005

Calculated values
Energy relative to the best compared isomer or geometry (same formula, charge and spin) ... 43.5 kJ/mol
Total charge ... +4
Gap between HOMO and LUMO (spin up / spin down) ... 0.23543 / 0.11122 Eh
Spin multiplicity ... 5
E_LUMO (spin up / spin down) ... -12.6 / -15.7 eV

---

(3)
DFT (the ωB97M-V functional and the def2-TZVPD basis) results for C28H41Cl3LiMgN2NaO17PS as an isolated structure at a distorted geometry.

Each line ends with the Mulliken charge.
Cartesian coordinates (Å):
C  -6.04  3.04  -1.58  -0.6505
C  -4.87  3.05  -0.41  0.3011
O  -5.15  3.07  0.87  -0.7251
N  -3.44  3.06  -0.75  0.4852
C  -3.16  3.82  -2.00  -0.7073
C  -3.02  1.64  -0.83  -0.1121
C  -3.16  0.80  -2.14  -0.1191
C  -2.68  -0.68  -2.30  -0.0595
C  -2.87  -1.44  -3.69  -0.8639
C  -4.43  -1.63  -4.14  0.0388
C  -5.36  -2.26  -3.00  -0.5745
Cl  -5.17  -0.11  -4.86  -0.2561
C  -2.03  -1.38  -1.08  0.5798
C  -1.90  -0.59  0.28  0.4111
C  -2.39  0.90  0.41  0.1616
O  -2.23  1.52  1.70  -0.3914
N  -1.56  2.70  1.61  0.2718
O  -1.53  3.12  2.73  -0.4599
C  -1.25  -1.37  1.55  0.2155
O  -0.67  -0.80  2.49  -0.5182
C  -1.46  -2.97  1.51  -0.4588
C  -1.57  -3.70  0.30  -0.3825
C  -1.45  -2.86  -1.07  0.1665
O  -0.88  -3.43  -2.03  -0.4179
H  -7.00  2.55  -1.12  0.2994
H  -5.67  2.45  -2.49  0.2020
H  -6.24  4.13  -1.87  0.3129
H  -3.51  4.91  -1.84  0.3159
H  -2.04  3.90  -2.26  0.2128
H  -3.70  3.45  -2.94  0.3479
H  -3.61  1.33  -3.05  0.2124
H  -2.45  -2.51  -3.64  0.1906
H  -2.27  -0.92  -4.53  0.3697
H  -4.39  -2.41  -5.00  0.5287
H  -4.72  -2.90  -2.29  0.2539
H  -5.89  -1.44  -2.40  0.1857
H  -6.16  -2.93  -3.48  -0.0311
H  -1.51  -3.56  2.49  0.3150
H  -1.70  -4.83  0.22  0.3863
C  2.29  3.83  1.58  -0.0628
C  3.38  3.11  0.80  -0.2449
O  2.90  3.10  -0.56  -0.3113
S  2.03  4.44  -0.82  1.0104
O  2.88  5.40  -1.46  -0.5840
O  0.76  4.05  -1.36  -0.4157
O  1.84  4.88  0.72  -0.3326
H  1.45  3.17  1.79  0.0988
H  2.67  4.24  2.52  0.3311
H  3.54  2.09  1.15  0.3097
H  4.32  3.66  0.82  0.1657
C  8.40  2.66  1.68  -0.9232
C  7.11  2.18  2.32  -0.2926
O  6.34  1.34  1.46  -0.3047
C  6.96  0.13  1.04  -0.3971
C  7.35  -0.78  2.19  -0.9246
H  8.20  3.20  0.75  0.3045
H  8.93  3.33  2.37  0.2553
H  9.07  1.83  1.44  0.2270
H  6.48  3.05  2.54  0.3175
H  7.30  1.69  3.27  0.2759
H  7.82  0.36  0.40  0.2926
H  6.23  -0.39  0.41  0.3479
H  8.09  -0.31  2.85  0.1835
H  7.79  -1.71  1.81  0.3806
H  6.48  -1.03  2.80  0.2708
Na  -6.63  1.82  0.58  0.8381
C  9.31  3.38  6.60  -1.4637
C  10.25  2.85  5.50  0.3619
C  11.21  3.97  5.08  -0.8040
O  9.50  2.53  4.43  -0.5851
H  8.72  4.24  6.27  0.3308
H  8.62  2.61  6.94  0.3217
H  9.89  3.70  7.48  0.4183
H  10.87  2.07  5.98  0.1634
H  10.69  4.85  4.69  0.4049
H  11.90  3.62  4.31  -0.6342
H  11.82  4.30  5.94  0.5629
C  -8.74  -5.24  -3.55  0.0907
Cl  -7.04  -5.35  -4.03  -0.1013
Cl  -8.99  -3.94  -2.38  -0.1796
H  -9.35  -5.05  -4.43  0.2838
H  -9.05  -6.18  -3.09  -0.0111
Mg  12.47  3.39  2.92  0.1241
C  -10.61  -7.74  0.30  -0.8148
C  -10.62  -7.33  -1.17  0.6510
O  -11.62  -6.65  -1.54  -0.7280
O  -9.63  -7.71  -1.84  -0.7971
H  -11.49  -7.38  0.82  0.2851
H  -10.58  -8.83  0.37  0.2349
H  -9.72  -7.33  0.79  0.1909
O  -1.15  -5.87  -4.50  -0.4686
P  -0.49  -4.89  -5.48  0.8723
O  -1.18  -3.52  -5.40  -0.3950
O  -0.63  -5.44  -6.91  -0.5193
O  0.99  -4.74  -5.13  -0.4726
Li  -10.22  -2.42  -1.41  0.8252

Calculated values
Total charge ... -1
Gap between HOMO and LUMO ... 0.02454 Eh
E_LUMO ... -2.5 eV